[1]
The following is a DFT calculation (wB97M-V/def2-TZVPD) of a molecular structure, C60H63Cl2F3N11NiO2 at a distorted geometry.

Structure (ORCA input):
```
! RIJCOSX wB97M-V def2-TZVPD def2/J DEFGRID3
* xyz 1 3
Ni -18.569 -0.488 -5.731
C -19.538 4.439 -5.967
O -19.174 5.122 -4.754
O -19.142 3.088 -5.810
C -21.033 4.744 -6.149
F -21.721 4.554 -5.014
F -21.375 5.988 -6.569
F -21.546 4.032 -7.135
C -17.807 5.387 -4.413
C -17.884 5.930 -3.002
H -18.389 6.885 -2.854
H -18.337 5.309 -2.230
H -16.875 6.122 -2.639
H -17.347 6.069 -5.128
H -17.189 4.490 -4.421
H -18.973 4.923 -6.764
N -28.509 4.520 -4.844
C -27.790 5.628 -5.080
C -26.910 5.824 -6.104
C -26.831 4.773 -7.053
C -27.604 3.600 -6.863
C -28.453 3.528 -5.776
H -27.950 6.456 -4.405
H -26.406 6.779 -6.136
H -26.204 4.796 -7.933
H -27.557 2.763 -7.544
H -29.018 2.621 -5.614
N -17.496 -0.612 -9.270
C -18.146 0.016 -10.305
C -17.723 -0.047 -11.620
C -16.725 -0.934 -11.907
C -16.042 -1.568 -10.953
C -16.405 -1.364 -9.624
H -19.027 0.625 -10.169
H -18.283 0.477 -12.380
H -16.289 -0.940 -12.895
H -15.158 -2.143 -11.185
H -15.757 -1.804 -8.880
N -19.448 -0.203 -2.346
C -20.410 -1.000 -1.800
C -20.824 -0.870 -0.499
C -20.184 0.017 0.354
C -19.130 0.789 -0.126
C -18.871 0.733 -1.504
H -21.003 -1.679 -2.394
H -21.596 -1.487 -0.063
H -20.467 0.223 1.376
H -18.615 1.471 0.534
H -18.141 1.415 -1.914
N -15.808 10.694 -8.520
C -16.479 11.291 -9.554
C -17.881 11.355 -9.570
C -18.607 10.867 -8.498
C -17.895 10.314 -7.420
C -16.514 10.241 -7.485
H -15.891 11.743 -10.339
H -18.317 11.674 -10.505
H -19.685 10.904 -8.553
H -18.440 9.872 -6.599
H -15.976 9.845 -6.636
N -22.620 9.008 -11.919
C -22.204 9.649 -13.068
C -22.208 8.983 -14.309
C -22.762 7.710 -14.424
C -23.126 7.031 -13.268
C -23.077 7.716 -12.059
H -21.895 10.662 -12.859
H -21.745 9.343 -15.216
H -22.581 7.123 -15.312
H -23.333 5.971 -13.243
H -23.373 7.223 -11.144
N -15.130 0.278 -4.928
C -14.388 1.203 -5.610
C -13.115 1.608 -5.223
C -12.551 0.999 -4.078
C -13.246 0.031 -3.412
C -14.484 -0.356 -3.863
H -14.947 1.831 -6.288
H -12.733 2.449 -5.782
H -11.585 1.210 -3.646
H -12.757 -0.488 -2.601
H -14.915 -1.262 -3.462
N -14.348 4.986 -9.181
C -13.271 5.698 -8.793
C -11.991 5.520 -9.327
C -11.828 4.520 -10.250
C -12.947 3.686 -10.613
C -14.161 3.932 -10.032
H -13.467 6.566 -8.181
H -11.152 6.127 -9.023
H -10.896 4.226 -10.709
H -12.870 2.882 -11.329
H -15.008 3.321 -10.309
N -12.150 6.654 -2.913
C -12.325 7.880 -3.497
C -11.317 8.579 -4.139
C -10.014 8.061 -4.151
C -9.758 6.861 -3.397
C -10.869 6.164 -2.867
H -13.307 8.291 -3.318
H -11.537 9.529 -4.603
H -9.214 8.594 -4.644
H -8.759 6.478 -3.246
H -10.776 5.195 -2.400
N -21.801 -1.426 -6.690
C -22.891 -0.664 -6.344
C -24.187 -1.027 -6.744
C -24.430 -2.162 -7.413
C -23.378 -2.924 -7.893
C -22.099 -2.475 -7.525
H -22.808 0.146 -5.634
H -24.977 -0.366 -6.417
H -25.444 -2.450 -7.650
H -23.559 -3.804 -8.491
H -21.265 -3.090 -7.830
N -13.777 2.596 1.831
C -14.439 3.613 1.240
C -14.649 4.796 1.888
C -14.321 4.944 3.236
C -13.557 3.955 3.818
C -13.306 2.818 3.082
H -14.509 3.543 0.164
H -15.187 5.634 1.469
H -14.526 5.857 3.774
H -13.169 4.131 4.811
H -12.693 2.044 3.519
N -24.944 6.537 0.702
C -24.208 5.809 -0.189
C -23.047 5.142 0.081
C -22.472 5.277 1.350
C -23.080 6.158 2.256
C -24.327 6.697 1.921
H -24.741 5.692 -1.122
H -22.595 4.495 -0.656
H -21.479 4.870 1.473
H -22.627 6.434 3.196
H -24.850 7.320 2.631
C -22.381 9.417 -3.812
Cl -22.141 10.749 -2.662
Cl -22.989 10.141 -5.393
H -21.466 8.839 -3.946
H -23.214 8.791 -3.492
*
```

Properties
energy above the lowest of the compared OMol25 structures with the same formula, charge and spin = 264.0 kcal/mol
HOMO (spin up / spin down) = -0.3984 / -0.3984 Eh
largest force on an atom = 3.3 eV/Å
orbital gap (spin up / spin down) = 0.2409 / 0.2206 hartree
energy = -5804.6322 hartree

[2]
The following is a DFT calculation (wB97M-V/def2-TZVPD) of a molecular structure, C60H69IN4O2PSSeTl.

Structure (ORCA input):
```
! RIJCOSX wB97M-V def2-TZVPD def2/J DEFGRID3
* xyz -2 1
Tl -0.144 -0.503 -0.630
C 0.380 -8.596 2.136
C 1.165 -7.406 2.711
C 2.648 -7.633 2.407
C 0.996 -7.378 4.239
C 0.651 -6.097 2.116
C 1.459 -5.196 1.437
C 0.950 -3.998 0.965
Se 2.103 -2.821 -0.045
C 3.076 -1.898 1.355
C 3.983 -2.624 2.108
C 4.791 -2.011 3.055
C 4.646 -0.627 3.204
C 3.744 0.139 2.490
C 2.891 -0.486 1.499
O 2.041 0.167 0.808
C 3.645 1.654 2.705
C 4.616 2.166 3.771
C 2.218 2.021 3.145
C 3.954 2.388 1.387
C 5.824 -2.769 3.889
C 5.880 -4.253 3.518
C 5.473 -2.665 5.381
C 7.221 -2.169 3.663
C -0.419 -3.610 1.113
O -0.850 -2.469 0.742
C -1.266 -4.599 1.746
C -0.704 -5.762 2.233
C -2.769 -4.333 1.869
C -3.375 -4.029 0.489
C -3.528 -5.533 2.445
C -2.999 -3.126 2.792
H 0.793 -9.545 2.497
H 0.435 -8.585 1.046
H -0.671 -8.554 2.422
H 2.979 -8.575 2.853
H 3.259 -6.827 2.820
H 2.820 -7.682 1.330
H 1.348 -8.314 4.687
H -0.050 -7.235 4.515
H 1.571 -6.552 4.661
H 2.507 -5.401 1.257
H 4.037 -3.689 1.924
H 5.288 -0.133 3.926
H 4.428 1.695 4.740
H 4.484 3.245 3.887
H 5.656 1.982 3.487
H 1.960 1.517 4.081
H 1.516 1.712 2.373
H 2.126 3.103 3.291
H 4.982 2.191 1.069
H 3.825 3.469 1.512
H 3.273 2.037 0.614
H 4.923 -4.738 3.719
H 6.650 -4.757 4.109
H 6.119 -4.381 2.461
H 4.486 -3.092 5.564
H 5.457 -1.624 5.706
H 6.207 -3.207 5.989
H 7.477 -2.205 2.602
H 7.978 -2.726 4.226
H 7.257 -1.127 3.983
H -1.351 -6.474 2.736
H -3.227 -4.871 -0.192
H -2.903 -3.155 0.050
H -4.450 -3.836 0.581
H -3.370 -6.427 1.836
H -4.597 -5.307 2.447
H -3.225 -5.752 3.473
H -2.542 -2.243 2.351
H -2.553 -3.302 3.775
H -4.072 -2.939 2.920
C -5.973 -1.796 -5.415
C -4.647 -1.627 -4.681
N -4.875 -1.092 -3.355
C -3.954 -1.237 -2.323
S -2.858 -2.533 -2.337
N -4.165 -0.354 -1.357
N -3.251 -0.233 -0.396
C -3.624 0.319 0.706
C -5.059 0.721 0.943
C -2.671 0.471 1.815
C -3.138 0.897 3.070
C -2.308 0.832 4.174
C -1.015 0.363 4.024
C -0.585 0.080 2.735
N -1.367 0.150 1.670
H -5.833 -2.335 -6.355
H -6.673 -2.353 -4.791
H -6.421 -0.824 -5.645
H -4.143 -2.581 -4.555
H -3.985 -0.972 -5.264
H -5.279 -0.166 -3.348
H -5.638 0.441 0.065
H -5.468 0.215 1.821
H -5.147 1.802 1.094
H -4.151 1.260 3.175
H -2.676 1.141 5.146
H -0.350 0.244 4.868
H 0.449 -0.192 2.540
I -1.100 3.569 1.482
C -0.036 5.310 0.923
C 0.129 6.177 1.977
C 0.681 7.449 1.803
C 1.017 7.863 0.550
C 0.871 7.003 -0.560
C 1.201 7.510 -1.832
C 1.108 6.725 -2.943
C 0.739 5.387 -2.799
C 0.406 4.823 -1.582
P 0.137 2.974 -1.640
C 1.601 2.462 -2.619
C 1.541 1.281 -3.365
C 2.684 0.756 -3.947
C 3.912 1.374 -3.764
C 3.988 2.528 -2.997
C 2.844 3.063 -2.427
C -1.222 3.035 -2.894
C -2.499 3.264 -2.383
C -3.587 3.423 -3.225
C -3.422 3.340 -4.600
C -2.160 3.093 -5.121
C -1.070 2.944 -4.276
C 0.393 5.651 -0.406
H -0.194 5.867 2.961
H 0.808 8.103 2.657
H 1.409 8.859 0.383
H 1.533 8.539 -1.905
H 1.344 7.124 -3.922
H 0.732 4.759 -3.679
H 0.598 0.764 -3.485
H 2.609 -0.156 -4.526
H 4.808 0.945 -4.195
H 4.947 3.002 -2.826
H 2.920 3.959 -1.821
H -2.640 3.319 -1.310
H -4.570 3.599 -2.807
H -4.273 3.457 -5.262
H -2.025 3.019 -6.194
H -0.095 2.769 -4.712
*
```

Properties
HOMO = -0.0622 Eh
largest force on an atom = 0.9 eV/Å
orbital gap = 0.1891 hartree
energy = -6308.4945 hartree

[3]
The following is a DFT calculation (wB97M-V/def2-TZVPD) of a molecular structure, C60H74I2N5O6PV at a distorted geometry.

Structure (ORCA input):
```
! RIJCOSX wB97M-V def2-TZVPD def2/J DEFGRID3
* xyz 0 4
V -0.703 0.576 0.430
C -4.184 -1.128 -5.367
C -2.717 -0.709 -5.558
C -2.585 0.133 -6.834
C -1.882 -1.979 -5.741
C -2.286 0.101 -4.339
C -1.338 -0.360 -3.447
C -1.049 0.358 -2.285
N -0.212 -0.074 -1.283
C 0.508 -1.240 -1.290
C -0.020 -2.496 -1.581
C 0.757 -3.629 -1.490
C 2.118 -3.485 -1.128
C 2.725 -2.296 -0.831
C 1.933 -1.089 -0.946
O 2.388 0.072 -0.866
C 4.220 -2.314 -0.472
C 4.716 -1.033 0.212
C 5.004 -2.504 -1.781
C 4.529 -3.478 0.484
C 0.199 -5.026 -1.704
C 0.331 -5.816 -0.390
C -1.276 -5.010 -2.108
C 0.989 -5.745 -2.809
C -1.620 1.637 -2.078
O -1.207 2.221 -0.888
C -2.568 2.128 -2.982
C -2.895 1.321 -4.071
C -3.200 3.520 -2.880
C -2.138 4.532 -3.345
C -3.715 3.828 -1.463
C -4.414 3.681 -3.806
H -4.523 -1.717 -6.223
H -4.833 -0.258 -5.266
H -4.290 -1.732 -4.464
H -2.869 -0.461 -7.705
H -1.554 0.465 -6.966
H -3.227 1.013 -6.802
H -2.215 -2.506 -6.636
H -1.995 -2.658 -4.893
H -0.823 -1.744 -5.866
H -0.818 -1.289 -3.617
H -1.074 -2.566 -1.809
H 2.713 -4.387 -1.066
H 4.708 -0.192 -0.475
H 5.743 -1.187 0.551
H 4.097 -0.800 1.082
H 4.803 -1.683 -2.471
H 4.721 -3.436 -2.272
H 6.077 -2.532 -1.575
H 3.873 -3.440 1.354
H 5.561 -3.400 0.828
H 4.418 -4.450 0.003
H -0.193 -5.299 0.417
H 1.376 -5.931 -0.098
H -0.101 -6.811 -0.507
H -1.896 -4.558 -1.332
H -1.618 -6.035 -2.259
H -1.425 -4.466 -3.043
H 2.044 -5.845 -2.554
H 0.917 -5.200 -3.752
H 0.582 -6.746 -2.957
H -3.650 1.666 -4.759
H -1.214 4.431 -2.784
H -2.509 5.554 -3.236
H -1.907 4.357 -4.398
H -2.972 3.706 -0.682
H -4.552 3.169 -1.225
H -4.072 4.860 -1.422
H -4.132 3.647 -4.859
H -4.875 4.652 -3.618
H -5.160 2.909 -3.607
I -1.410 1.945 2.925
C -3.403 1.951 2.274
C -4.332 2.694 2.945
C -5.664 2.695 2.493
C -6.017 1.946 1.407
C -5.068 1.147 0.727
C -5.450 0.313 -0.350
C -4.542 -0.540 -0.904
C -3.200 -0.533 -0.468
C -2.733 0.337 0.492
C -3.706 1.146 1.151
H -4.053 3.258 3.824
H -6.399 3.290 3.019
H -7.047 1.925 1.070
H -6.478 0.333 -0.693
H -4.842 -1.227 -1.689
H -2.530 -1.258 -0.915
N -0.530 4.889 -0.476
C 0.930 5.074 -0.691
P 1.707 4.435 0.856
O 1.922 5.524 1.837
O 0.829 3.259 1.240
C 3.344 3.615 0.367
N 3.276 2.231 0.897
H -0.712 4.884 0.525
H -1.012 3.208 -0.904
H -1.054 5.667 -0.860
H 1.215 6.120 -0.815
H 1.245 4.517 -1.577
H 4.159 4.162 0.836
H 3.491 3.609 -0.711
H 2.294 2.174 1.297
H 3.955 2.034 1.629
H 3.265 1.478 0.187
I -1.490 -0.855 5.757
C -2.168 -2.254 4.335
C -1.719 -3.563 4.417
C -2.220 -4.462 3.489
C -3.133 -4.018 2.544
C -3.510 -2.684 2.567
N -3.036 -1.815 3.455
H -1.006 -3.861 5.172
H -1.900 -5.496 3.510
H -3.555 -4.694 1.811
H -4.229 -2.285 1.862
C 4.304 4.988 4.828
C 4.551 3.547 4.482
C 5.848 3.097 4.246
C 6.087 1.792 3.852
C 5.028 0.916 3.677
C 3.725 1.338 3.947
N 2.628 0.511 3.675
C 2.551 -0.860 3.626
C 3.381 -1.672 4.411
C 3.236 -3.044 4.403
C 2.267 -3.663 3.619
C 1.443 -2.881 2.835
C 1.568 -1.494 2.824
C 0.681 -0.736 1.912
O -0.376 -1.232 1.444
O 0.968 0.455 1.563
C 3.478 2.658 4.364
C 2.074 3.121 4.639
H 5.239 5.545 4.842
H 3.836 5.088 5.809
H 3.637 5.435 4.087
H 6.678 3.782 4.371
H 7.098 1.458 3.657
H 5.203 -0.091 3.319
H 1.835 0.992 3.288
H 4.119 -1.206 5.050
H 3.889 -3.647 5.021
H 2.166 -4.740 3.618
H 0.689 -3.322 2.197
H 1.433 2.299 4.958
H 1.643 3.584 3.745
H 2.059 3.873 5.425
*
```

Properties
HOMO (spin up / spin down) = -0.2635 / -0.2715 Eh
largest force on an atom = 1.5 eV/Å
orbital gap (spin up / spin down) = 0.2802 / 0.2156 hartree
energy = -4936.9095 hartree